[1]
{"formula": "C20H35N3O3", "method": "wB97M-V/def2-TZVPD", "species": ["C", "C", "C", "O", "N", "C", "C", "C", "C", "C", "C", "C", "C", "C", "C", "C", "O", "N", "C", "C", "N", "C", "C", "O", "C", "C", "H", "H", "H", "H", "H", "H", "H", "H", "H", "H", "H", "H", "H", "H", "H", "H", "H", "H", "H", "H", "H", "H", "H", "H", "H", "H", "H", "H", "H", "H", "H", "H", "H", "H", "H"], "coordinates": [[-0.313365, 0.395504, -3.202664], [-0.752769, -0.591547, -2.126556], [0.507363, -1.148059, -1.417666], [1.537949, -1.346826, -2.026880], [0.345960, -1.428686, -0.114249], [1.387402, -2.024666, 0.707283], [0.906404, -3.416381, 1.138789], [1.703116, -4.094822, 2.250227], [3.147327, -4.459416, 1.913516], [4.113838, -3.297059, 1.659804], [3.997030, -2.126662, 2.645100], [3.235830, -0.911544, 2.109099], [1.733982, -1.085492, 1.873160], [-1.533476, -1.785625, -2.722133], [-2.598067, -2.115050, -1.680283], [-2.727971, -0.843832, -0.857884], [-3.567451, -0.599278, -0.019532], [-1.698928, -0.025976, -1.182721], [-1.493881, 1.230290, -0.500481], [-2.299834, 2.364016, -1.149725], [-1.852402, 3.662374, -0.680408], [-2.296241, 4.739156, -1.552055], [-1.702625, 6.058565, -1.059073], [-2.093836, 6.335747, 0.263892], [-1.696781, 5.291066, 1.119169], [-2.283262, 3.949495, 0.679373], [-1.163367, 0.714947, -3.800730], [0.413355, -0.097139, -3.843382], [0.162268, 1.267106, -2.760466], [-0.544902, -1.260482, 0.327139], [2.244324, -2.109447, 0.036044], [-0.127062, -3.316768, 1.488512], [0.894703, -4.062214, 0.257682], [1.181757, -5.023556, 2.498873], [1.682877, -3.475967, 3.146579], [3.155357, -5.111017, 1.036799], [3.531429, -5.043437, 2.754691], [5.123685, -3.710195, 1.721834], [3.997613, -2.925715, 0.642672], [5.003552, -1.779811, 2.891166], [3.546277, -2.466143, 3.578728], [3.364355, -0.096612, 2.826955], [3.698773, -0.594169, 1.171687], [1.330119, -0.097309, 1.635117], [1.243982, -1.418325, 2.789066], [-0.870195, -2.622933, -2.933005], [-2.001069, -1.478738, -3.658383], [-3.558165, -2.389682, -2.113394], [-2.289512, -2.924035, -1.014857], [-0.432021, 1.482885, -0.513666], [-1.821346, 1.097586, 0.535138], [-2.138476, 2.330589, -2.229261], [-3.372286, 2.194384, -0.959025], [-1.944902, 4.542380, -2.567239], [-3.397353, 4.821074, -1.565815], [-2.058230, 6.892416, -1.666640], [-0.605137, 6.001468, -1.119189], [-2.051829, 5.558269, 2.115849], [-0.598618, 5.215211, 1.128422], [-1.920817, 3.167536, 1.346796], [-3.384452, 3.992553, 0.748203]], "forces_ev_per_angstrom": [[0.024, -0.208, 0.138], [0.320, 0.010, -0.362], [-0.483, 0.252, -0.009], [0.361, -0.077, -0.309], [-0.120, -0.146, 0.331], [-0.032, -0.042, -0.028], [0.216, 0.032, 0.158], [0.037, -0.110, -0.257], [-0.066, 0.101, 0.043], [0.019, -0.124, 0.161], [0.131, 0.133, -0.229], [-0.129, -0.101, 0.324], [0.231, 0.086, -0.163], [-0.027, -0.078, 0.062], [-0.045, -0.031, -0.044], [-0.145, -0.391, -0.140], [-0.259, 0.073, 0.262], [0.102, 0.082, -0.149], [-0.247, 0.252, 0.047], [0.198, -0.084, 0.076], [-0.069, -0.005, -0.061], [0.171, 0.289, 0.117], [-0.071, -0.138, -0.382], [-0.135, 0.105, 0.053], [-0.044, -0.336, 0.210], [0.171, 0.291, 0.099], [-0.115, 0.017, -0.006], [0.041, 0.032, -0.036], [0.088, 0.128, -0.002], [0.035, 0.084, -0.106], [-0.101, 0.013, 0.115], [-0.043, 0.004, -0.059], [-0.097, -0.016, -0.055], [-0.011, 0.063, 0.092], [-0.053, -0.015, 0.105], [0.009, -0.124, 0.016], [0.036, -0.056, -0.047], [-0.011, 0.035, -0.099], [0.078, 0.011, -0.086], [-0.025, -0.031, 0.078], [0.016, 0.006, 0.128], [0.035, 0.051, -0.069], [0.035, 0.066, -0.034], [-0.031, -0.061, 0.034], [-0.073, 0.026, 0.098], [0.017, 0.046, -0.064], [0.040, 0.043, 0.002], [-0.011, 0.012, 0.085], [-0.040, 0.017, 0.038], [-0.021, -0.005, 0.015], [0.128, -0.003, -0.054], [-0.026, -0.039, 0.022], [0.029, 0.000, -0.064], [-0.039, 0.015, -0.010], [0.036, -0.007, -0.037], [0.067, -0.065, -0.016], [-0.080, 0.021, -0.035], [0.066, -0.066, -0.029], [-0.082, -0.004, 0.042], [-0.045, 0.006, 0.069], [0.037, -0.040, 0.018]], "nbo_charge": [-0.628, 0.119, 0.657, -0.640, -0.614, -0.061, -0.400, -0.402, -0.394, -0.407, -0.405, -0.384, -0.415, -0.394, -0.511, 0.684, -0.623, -0.472, -0.237, -0.209, -0.448, -0.248, -0.073, -0.521, -0.072, -0.256, 0.208, 0.248, 0.215, 0.401, 0.235, 0.198, 0.208, 0.213, 0.195, 0.202, 0.201, 0.210, 0.198, 0.210, 0.194, 0.206, 0.199, 0.216, 0.199, 0.230, 0.212, 0.240, 0.232, 0.214, 0.221, 0.197, 0.184, 0.203, 0.169, 0.194, 0.165, 0.195, 0.165, 0.203, 0.172], "homo_energy_ev": -8.898, "smiles": "C[C@]1(C(=O)NC2CCCCCCC2)CCC(=O)N1CCN1CCOCC1", "total_charge": 0, "molar_mass_g_mol": 365.518, "de_lowest_kj_mol": 4.3, "max_force_ev_per_a": 0.54, "lumo_energy_ev": 0.718, "orbital_gap_ev": 9.615, "total_energy_ha": -1173.11584}



[2]
{"formula": "C20H36BiCl2N2O3P", "method": "wB97M-V/def2-TZVPD", "species": ["O", "C", "C", "C", "H", "C", "H", "C", "H", "C", "H", "C", "H", "H", "C", "C", "H", "H", "H", "C", "C", "H", "H", "H", "H", "Bi", "Cl", "Cl", "C", "O", "N", "C", "C", "H", "H", "H", "H", "H", "H", "H", "H", "H", "C", "C", "N", "H", "C", "O", "H", "H", "H", "H", "C", "P", "C", "C", "H", "H", "H", "H", "H", "H", "H", "H", "H"], "coordinates": [[3.018648, 1.368006, -1.801382], [1.959102, 1.756342, -2.242459], [1.480939, 3.184104, -1.987586], [0.888142, 3.648753, -0.813465], [0.553879, 2.913156, -0.066253], [0.672984, 4.992476, -0.697553], [0.215073, 5.386476, 0.174847], [1.067430, 5.866913, -1.721785], [0.916000, 6.959330, -1.609173], [1.642353, 5.355677, -2.875177], [1.960909, 6.008771, -3.683761], [1.873149, 3.986699, -3.016568], [2.358682, 3.550220, -3.910293], [1.427582, 1.356278, -3.313070], [0.037617, -0.467104, -2.942943], [-0.307440, 0.584689, -1.929506], [-0.175279, 0.028331, -3.922235], [-0.563611, -1.407818, -2.897838], [1.098400, -0.798933, -2.957878], [-1.191882, 1.606890, -2.087509], [-2.402386, 1.488848, -2.934251], [-1.088567, 2.591931, -1.577667], [-2.386388, 2.072631, -3.832600], [-3.255070, 1.780101, -2.362492], [-2.487503, 0.441440, -3.163740], [-1.319445, -0.196872, -0.024613], [-2.239355, 2.043110, 0.857472], [-3.365462, -1.266039, -1.017907], [-3.142814, -1.145715, 2.444479], [-1.987826, -1.467002, 2.057321], [-3.994833, -2.015856, 2.960979], [-3.540551, -3.384791, 3.151751], [-5.402270, -1.724851, 3.164548], [-3.491791, -0.114787, 2.359249], [-2.482489, -3.490347, 2.832352], [-4.172455, -4.090199, 2.568636], [-3.635359, -3.698566, 4.216086], [-5.635752, -0.726854, 2.779974], [-5.686812, -1.780436, 4.221844], [-6.015926, -2.471080, 2.650866], [1.872605, -5.167442, -0.323358], [4.303536, -3.818435, -0.488295], [1.693749, -4.528746, -1.202062], [3.800153, -3.234267, -1.264336], [2.367121, -3.257834, -1.068590], [0.610437, -4.395781, -1.326707], [1.703238, -2.165988, -0.689015], [0.499792, -2.176285, -0.330848], [4.172995, -2.219583, -1.241420], [2.293199, -1.226524, -0.719384], [2.093787, -5.058152, -2.075706], [4.050733, -3.696023, -2.222511], [0.306472, 0.882075, 3.649669], [0.922346, 0.130243, 2.098977], [2.463046, 1.065039, 1.775160], [1.593891, -1.440278, 2.754185], [0.067044, 1.936113, 3.460414], [1.065201, 0.804449, 4.438742], [-0.609233, 0.359042, 3.958817], [3.083782, 1.120649, 2.682225], [3.032048, 0.586506, 0.967081], [2.221598, 2.085095, 1.449162], [1.986741, -1.298046, 3.768714], [0.804466, -2.200341, 2.786010], [2.401618, -1.809381, 2.112401]], "forces_ev_per_angstrom": [[-0.885, -0.757, 0.128], [-0.769, 0.657, -2.788], [0.507, -2.017, 0.705], [0.123, -0.962, -0.305], [0.228, 0.502, -0.261], [0.267, 0.735, -0.508], [-0.385, 0.298, 0.664], [-0.128, 0.372, 0.044], [0.080, -0.873, -0.111], [0.339, 0.301, -0.439], [-0.121, 0.101, 0.191], [-0.110, 0.916, -0.504], [-0.372, 0.429, 0.581], [1.763, 0.594, 2.654], [-1.472, -0.506, -1.208], [1.478, 1.258, 0.947], [0.208, -0.822, 0.257], [0.214, 0.584, -0.019], [-0.530, 0.479, 0.341], [0.009, 0.115, -0.554], [0.650, -0.337, -0.605], [-0.249, -1.250, 0.282], [0.005, 0.487, -0.672], [-0.724, 0.265, 0.467], [-0.458, -0.348, -0.488], [1.560, 0.249, 0.634], [-0.079, -0.087, 0.236], [-0.836, -0.303, -0.471], [1.527, -0.408, -0.696], [-1.453, 0.454, 1.317], [-0.005, -0.620, 0.160], [-0.044, -1.022, 0.209], [-0.151, 0.090, 0.228], [-0.179, 0.096, -0.084], [-0.862, 0.202, 0.206], [0.386, 0.497, 0.178], [0.069, 0.387, -0.566], [0.053, -0.238, 0.063], [0.222, 0.098, -0.066], [0.140, 0.167, -0.178], [-0.083, 0.181, -0.151], [-0.028, 0.074, 0.043], [-0.240, -0.611, 0.059], [0.087, -0.474, -0.119], [-0.021, 0.241, -0.083], [0.447, 0.134, 0.110], [-1.713, 0.344, 0.611], [1.690, -0.098, -0.627], [0.019, 0.233, -0.017], [-0.181, -0.295, 0.046], [-0.075, 0.168, 0.124], [-0.006, 0.146, -0.016], [-0.016, 0.137, -0.025], [0.033, 0.102, -0.068], [0.157, 0.172, 0.224], [0.021, -0.303, 0.117], [-0.025, -0.237, 0.110], [-0.175, 0.081, -0.073], [0.247, 0.168, -0.069], [-0.061, -0.010, -0.239], [-0.158, 0.142, 0.166], [0.068, -0.248, 0.053], [0.022, -0.028, -0.179], [0.127, 0.155, -0.035], [-0.153, 0.044, 0.072]], "nbo_charge": [-0.596, 0.467, -0.122, -0.242, 0.234, -0.141, 0.204, -0.240, 0.216, -0.200, 0.210, -0.218, 0.223, 0.113, -0.701, -0.564, 0.209, 0.230, 0.213, -0.155, -0.695, 0.221, 0.219, 0.234, 0.218, 1.696, -0.647, -0.659, 0.541, -0.710, -0.398, -0.432, -0.403, 0.169, 0.255, 0.205, 0.200, 0.224, 0.199, 0.209, 0.200, 0.197, -0.422, -0.403, -0.406, 0.247, 0.537, -0.687, 0.225, 0.161, 0.203, 0.203, -0.940, 0.883, -0.945, -0.943, 0.247, 0.216, 0.241, 0.218, 0.245, 0.247, 0.220, 0.249, 0.226], "homo_energy_ev": -6.775, "total_charge": 0, "molar_mass_g_mol": 663.379, "de_lowest_kj_mol": 113.4, "max_force_ev_per_a": 3.24, "lumo_energy_ev": 0.512, "orbital_gap_ev": 7.287, "total_energy_ha": -2595.19227}